[1]
Molecular formula: C5H10O
Method: DFT, the ωB97M-V functional and the def2-TZVPD basis

Each line ends with the Löwdin charge.
Geometry (Å):
C  -0.56797  1.40585  -0.36908  -0.063
C  -0.67940  0.08433  0.37446  -0.395
C  -1.37408  -0.99891  -0.45903  -0.068
C  1.39343  -0.72348  -0.47690  -0.008
C  1.94160  0.05128  0.63958  -0.186
O  0.59066  -0.44603  0.97607  -0.156
H  0.10443  2.09701  0.14488  0.075
H  -1.56353  1.86579  -0.37310  0.088
H  -0.22699  1.28112  -1.40037  0.082
H  -1.24934  0.22648  1.29062  0.134
H  -2.45592  -0.80901  -0.44402  0.084
H  -1.20796  -1.99119  -0.02964  0.085
H  -1.03258  -1.01653  -1.49880  0.076
H  1.63145  -1.77853  -0.30136  0.042
H  2.67974  -0.39024  1.31793  0.111
H  2.01647  1.14208  0.60875  0.097

Atomic forces in eV per Å
C 0.1 0.0 0.1
C -0.3 0.1 0.3
C 0.1 0.0 0.1
C 0.7 -0.3 -0.3
C 0.1 0.1 -0.2
O -0.5 -0.2 -0.8
H -0.1 0.0 0.0
H 0.1 -0.1 0.0
H 0.0 -0.1 0.3
H -0.2 0.2 0.1
H 0.2 0.0 0.0
H 0.0 0.1 0.0
H 0.1 0.1 0.3
H 0.4 0.0 0.0
H -0.4 0.1 0.2
H -0.1 -0.2 -0.2

Calculated values
**Energy above the lowest of the compared OMol25 structures with the same formula, charge and spin**: 479.6 kJ/mol
**HOMO**: -7.80 eV
**E_tot**: -7389.7950 eV
**Spin multiplicity**: 1

---

[2]
Molecular formula: C3H5N3O
Method: DFT, the ωB97M-V functional and the def2-TZVPD basis

Each line ends with the Löwdin charge.
Geometry (Å):
H  1.64545  1.63945  -1.46142  0.092
N  1.30915  0.91489  -0.83249  0.075
N  0.54560  1.42448  0.00396  0.035
C  -0.08763  0.36777  0.69573  -0.446
C  -1.33735  0.63559  1.03874  0.097
N  0.40195  -0.91052  0.50915  0.062
C  0.56696  -1.21859  -0.85191  -0.397
O  0.87053  -2.28440  -1.31914  0.060
H  -1.62881  1.67135  1.05320  0.064
H  -1.96151  -0.16102  1.40938  0.069
H  -0.06082  -1.65254  1.01548  0.146
H  -0.15222  -0.49092  -1.39834  0.143

Atomic forces in eV per Å
H 0.3 0.4 0.0
N 0.7 1.2 0.3
N 0.9 -0.4 -0.7
C -1.4 -0.2 -0.3
C 0.0 0.3 1.0
N 1.4 -0.5 0.6
C -3.7 -0.5 -1.4
O 0.9 0.7 0.6
H -0.3 0.1 0.2
H -0.4 0.1 -0.1
H 0.3 0.0 0.2
H 1.2 -1.1 -0.3

Calculated values
**Energy above the lowest of the compared OMol25 structures with the same formula, charge and spin**: 374.8 kJ/mol
**SMILES**: [H]/N=N/C(=C)NC=O
**HOMO**: -9.30 eV
**E_tot**: -9706.6993 eV
**Spin multiplicity**: 1

---

[3]
Molecular formula: C23H35ClN2O3Ru
Method: DFT, the ωB97M-V functional and the def2-TZVPD basis

Each line ends with the Löwdin charge.
Geometry (Å):
Ru  -0.43954  -0.11200  0.00819  1.050
Cl  -2.13500  0.16039  1.35269  0.091
N  -0.04638  1.93968  -0.27890  0.026
N  -0.12487  -2.16946  -0.04083  0.017
C  -0.92990  2.73444  -0.71535  -0.378
C  -0.90798  -3.00266  -0.59328  -0.351
C  1.01000  2.78520  0.42958  -0.499
C  0.23309  4.10559  0.58618  -0.067
C  2.23832  2.90866  -0.47692  -0.019
C  1.40009  2.20241  1.73204  -0.108
H  1.90901  2.95678  -1.50435  0.072
H  2.88278  2.04792  -0.31162  0.084
H  2.75529  3.81935  -0.19272  0.076
H  0.56070  2.26292  2.44814  0.064
H  2.28637  2.68512  2.19073  0.093
H  1.64468  1.13699  1.61574  0.037
C  0.71645  -2.95003  0.95168  -0.514
C  0.51460  -4.36309  0.45844  -0.091
C  0.12071  -2.84200  2.35557  -0.047
C  2.16923  -2.46216  0.91142  -0.033
H  2.50786  -2.50563  -0.12639  0.078
H  2.77295  -3.14079  1.52103  0.081
H  2.22730  -1.44466  1.31039  0.057
H  -0.95794  -3.09301  2.37681  0.103
H  0.19635  -1.79859  2.63046  0.007
H  0.72426  -3.41213  3.09013  0.097
O  -0.69250  -4.30838  -0.37193  0.015
H  0.33099  -5.10346  1.26335  0.132
H  1.34700  -4.67430  -0.17854  0.121
O  -0.83137  4.03331  -0.40685  0.017
H  0.86105  4.99048  0.39260  0.126
H  -0.24695  4.18448  1.57614  0.129
C  -2.13119  2.33236  -1.57036  -0.044
C  -2.05035  -2.66932  -1.55732  -0.042
C  -1.68150  -1.39342  -2.26801  -0.262
H  -2.94069  -2.51898  -0.92284  0.125
H  -2.18982  -3.51911  -2.23874  0.112
C  -2.00616  -0.16769  -1.61822  -0.293
C  -1.72886  1.06432  -2.27642  -0.260
H  -2.75903  -0.17830  -0.81536  0.005
C  -1.12129  1.07487  -3.52035  -0.267
C  -0.78417  -0.15105  -4.13458  -0.056
C  -0.68279  2.36697  -4.17890  -0.060
C  -1.06570  -1.38609  -3.50910  -0.265
H  -0.25910  -0.14647  -5.08936  0.075
C  -0.56203  -2.66250  -4.14637  -0.062
H  -0.15530  -2.44514  -5.12817  0.059
H  -1.35361  -3.40507  -4.24949  0.065
H  0.23462  -3.09368  -3.53643  0.073
H  -1.50277  3.08252  -4.24682  0.065
H  -0.30819  2.16014  -5.17626  0.059
H  0.12586  2.82366  -3.60476  0.065
H  -2.36775  3.15985  -2.25040  0.115
H  -2.95597  2.14419  -0.86623  0.116
C  1.87555  0.49196  4.07145  -0.085
C  0.48018  0.14627  3.52555  -0.446
C  -0.72233  1.02693  4.03851  -0.128
O  0.72175  -0.05182  1.99424  -0.559
H  2.27147  1.50449  3.81746  0.060
H  2.54595  -0.27757  3.66750  0.073
H  1.83281  0.35054  5.16427  0.066
H  0.22454  -0.83404  3.93067  0.085
H  -0.97424  1.96343  3.52656  0.043
H  -1.60316  0.36447  4.06211  0.033
H  -0.50334  1.27195  5.10256  0.068

Atomic forces in eV per Å
Ru 2.9 0.1 0.0
Cl -3.2 0.4 2.7
N 1.5 1.4 0.4
N 0.7 -1.5 1.1
C -1.3 0.1 -0.8
C -0.9 -0.3 -1.3
C -0.7 0.3 -0.6
C 0.1 0.2 -0.2
C -0.7 0.0 0.4
C 0.8 1.4 0.8
H 0.2 0.1 -0.4
H 0.1 0.0 -0.2
H 0.3 0.1 -0.1
H 0.7 0.0 -0.5
H -0.3 0.5 -0.5
H 0.0 0.6 0.1
C -0.3 0.4 0.1
C -0.1 -0.9 -0.4
C -0.1 0.4 0.1
C -0.5 -0.5 -0.1
H 0.2 0.1 0.1
H 0.1 0.1 0.0
H -0.1 -0.2 -0.1
H 0.6 -0.3 0.0
H -0.1 -0.1 -0.3
H -0.4 -0.1 -0.4
O 0.4 -0.2 0.6
H 0.2 0.5 -0.5
H -0.1 -0.2 -0.1
O 0.4 0.5 0.4
H -0.4 -0.2 0.0
H 0.2 0.0 -0.3
C 1.3 -0.1 0.6
C 1.2 0.1 0.7
C -0.4 -0.4 -1.3
H 0.0 -0.1 -0.3
H 0.0 0.2 0.3
C -1.6 0.1 -0.7
C -0.6 0.0 -1.4
H 0.2 0.0 -0.8
C -0.2 0.7 0.8
C 0.4 -0.4 -0.4
C -0.2 -0.4 0.4
C -0.1 -0.3 0.7
H -0.1 0.0 0.1
C -0.2 0.3 0.3
H 0.0 0.0 -0.2
H 0.0 -0.1 -0.1
H 0.1 -0.1 0.0
H 0.0 0.1 -0.1
H 0.0 0.1 -0.2
H 0.1 0.2 0.0
H 0.0 -0.2 0.2
H 0.1 0.1 -0.3
C -0.3 0.0 0.5
C 0.6 0.4 -3.1
C 0.5 -0.7 0.5
O -1.5 -1.6 4.0
H -0.5 -0.9 0.4
H 0.0 0.3 0.1
H 0.3 0.3 -0.1
H 0.2 0.0 0.2
H 0.2 -0.4 -0.1
H 0.2 0.6 -0.2
H 0.0 0.0 -0.5

Calculated values
**Total charge**: -1
**Energy above the lowest of the compared OMol25 structures with the same formula, charge and spin**: 0.0 kJ/mol
**HOMO (spin up / spin down)**: 0.09 / -3.58 eV
**E_tot**: -48642.4394 eV
**⟨S²⟩**: 8.773
**Spin multiplicity**: 6